189
Properties=species:S:1:pos:R:3 method="wB97M-V/def2-TZVPD" orbital_gap_ev=5.97 de_lowest_ev=0.3303 energy_ev=-122425.7030 total_charge=+6
C -0.65 -4.36 1.71
C -1.32 -5.73 1.43
O -2.34 -6.02 1.97
N -0.55 -6.78 0.64
H -1.18 -7.37 0.11
H -0.01 -6.20 0.01
C 0.32 -7.71 1.51
H -1.45 -3.63 1.72
H 0.09 -4.16 0.93
H -0.22 -4.38 2.71
H 1.15 -7.13 1.90
H 0.59 -8.53 0.85
H -0.27 -8.09 2.35
C -0.52 -4.83 -3.94
C 0.91 -5.08 -4.37
O 1.32 -6.08 -4.91
N 1.94 -4.01 -4.12
H 2.63 -4.43 -3.51
H 2.50 -3.90 -4.95
C 1.30 -2.69 -3.58
H -0.90 -3.91 -4.39
H -0.52 -4.48 -2.91
H -1.22 -5.63 -4.19
H 0.95 -2.76 -2.55
H 0.51 -2.37 -4.26
H 2.16 -2.02 -3.63
C 5.53 -0.97 1.93
C 6.85 -1.48 2.31
O 7.15 -2.59 2.72
N 8.05 -0.53 2.07
H 8.49 -0.89 1.24
H 7.88 0.43 1.80
C 9.03 -0.70 3.36
H 5.66 -0.10 1.28
H 4.91 -0.67 2.78
H 5.07 -1.78 1.36
H 9.82 0.04 3.28
H 9.42 -1.72 3.32
H 8.48 -0.65 4.30
C -1.01 1.90 -2.36
C -1.74 2.41 -3.62
C -3.04 3.21 -3.34
N -3.73 3.62 -4.71
C -4.40 2.35 -5.40
C -4.83 4.65 -4.42
C -5.11 5.47 -5.75
C -3.86 5.08 -6.61
C -2.84 4.46 -5.66
H -0.28 1.15 -2.67
H -1.74 1.47 -1.67
H -0.46 2.66 -1.82
H -1.98 1.55 -4.24
H -0.98 3.03 -4.10
H -2.85 4.12 -2.77
H -3.68 2.56 -2.74
H -4.87 2.67 -6.33
H -5.25 2.06 -4.78
H -3.74 1.53 -5.67
H -5.72 4.20 -3.98
H -4.38 5.33 -3.69
H -6.04 5.24 -6.27
H -5.08 6.53 -5.50
H -4.19 4.34 -7.33
H -3.47 5.91 -7.20
H -2.16 3.81 -6.22
H -2.32 5.18 -5.03
C -4.81 2.10 4.35
C -3.34 2.35 4.02
C -3.26 3.26 2.76
N -1.94 3.46 2.07
C -1.57 2.18 1.32
C -0.82 3.92 3.01
C -0.76 5.44 2.80
C -1.08 5.64 1.29
C -2.18 4.64 1.05
H -4.90 1.62 5.33
H -5.20 1.49 3.54
H -5.39 3.03 4.36
H -2.73 1.46 3.88
H -2.89 2.92 4.83
H -3.45 4.28 3.08
H -3.99 3.09 1.97
H -1.45 1.30 1.95
H -0.64 2.24 0.75
H -2.46 2.06 0.69
H 0.07 3.46 2.56
H -0.99 3.56 4.02
H 0.22 5.79 3.12
H -1.50 5.92 3.45
H -0.24 5.45 0.62
H -1.45 6.62 0.97
H -2.23 4.34 0.00
H -3.09 5.21 1.23
C -7.73 -1.68 -4.28
C -6.79 -1.31 -3.09
C -6.25 -2.51 -2.34
N -5.20 -2.11 -1.35
C -5.81 -1.46 -0.03
C -3.99 -1.28 -1.90
C -2.73 -1.83 -1.26
C -3.05 -3.38 -1.44
C -4.50 -3.42 -0.84
H -8.24 -0.84 -4.74
H -8.59 -2.25 -3.94
H -7.25 -2.24 -5.09
H -7.32 -0.54 -2.53
H -5.91 -0.75 -3.39
H -5.62 -3.10 -3.01
H -6.81 -3.23 -1.75
H -5.97 -0.47 -0.47
H -5.00 -1.46 0.70
H -6.72 -1.92 0.36
H -4.10 -0.20 -1.81
H -3.82 -1.45 -2.96
H -2.51 -1.70 -0.20
H -1.85 -1.51 -1.82
H -2.37 -3.91 -0.78
H -2.94 -3.50 -2.52
H -4.29 -3.44 0.23
H -4.97 -4.37 -1.06
C 3.23 3.93 1.56
C 3.46 4.01 0.03
C 4.35 2.93 -0.65
N 4.12 2.78 -2.13
C 4.26 4.04 -2.95
C 2.66 2.27 -2.21
C 2.53 1.43 -3.47
C 4.00 1.16 -3.99
C 4.87 1.58 -2.78
H 2.53 4.66 1.97
H 4.20 4.13 2.01
H 2.92 2.91 1.81
H 3.71 5.05 -0.18
H 2.42 3.91 -0.28
H 4.40 2.04 -0.03
H 5.38 3.20 -0.45
H 4.03 3.86 -4.00
H 5.30 4.35 -2.84
H 3.61 4.81 -2.52
H 2.04 3.17 -2.23
H 2.55 1.64 -1.33
H 2.01 1.96 -4.26
H 2.03 0.49 -3.25
H 4.36 1.62 -4.91
H 4.12 0.10 -4.18
H 5.78 2.12 -3.06
H 5.12 0.80 -2.05
C -0.32 -4.03 8.34
C -0.21 -2.88 7.29
C 1.25 -2.37 7.27
N 1.59 -1.42 6.03
C 1.84 -2.25 4.77
C 2.99 -0.80 6.32
C 3.01 0.51 5.72
C 1.49 0.98 5.48
C 0.64 -0.22 5.77
H -1.37 -4.31 8.37
H -0.04 -3.67 9.33
H 0.26 -4.92 8.11
H -0.95 -2.08 7.37
H -0.59 -3.34 6.38
H 1.92 -3.22 7.33
H 1.45 -1.69 8.09
H 2.13 -1.58 3.96
H 0.84 -2.63 4.53
H 2.57 -3.00 5.05
H 3.76 -1.41 5.85
H 3.21 -0.72 7.38
H 3.61 0.44 4.81
H 3.62 1.23 6.27
H 1.34 1.49 4.54
H 1.24 1.70 6.26
H -0.21 -0.42 5.12
H 0.41 -0.06 6.83
C 5.40 -2.68 -1.97
F 4.30 -2.04 -1.92
F 6.38 -2.10 -1.27
F 5.29 -3.97 -1.51
S 5.83 -2.66 -3.82
O 4.56 -2.99 -4.43
O 6.45 -1.36 -4.19
O 6.76 -3.80 -3.96
P 1.44 -0.91 0.68
F 1.89 -2.04 1.80
F 1.65 0.27 1.76
F 2.98 -0.60 0.18
F 1.03 0.17 -0.50
F 1.22 -2.13 -0.41
F -0.08 -1.05 1.29